Here is a molecular structure, C18H27ClN2ORu at a distorted geometry from the Open Molecules 2025 dataset. Energies are from ωB97M-V/def2-TZVPD.

Cartesian coordinates (Å):
Ru  0.322  0.460  2.476
Cl  0.256  0.145  0.263
C  -1.435  -0.541  2.682
C  -2.592  -0.224  1.966
C  -3.818  -0.814  2.319
C  -3.907  -1.717  3.384
C  -2.741  -2.008  4.112
C  -1.520  -1.394  3.796
H  -2.529  0.498  1.163
H  -4.722  -0.560  1.770
H  -2.789  -2.715  4.947
H  -0.616  -1.543  4.380
C  -5.227  -2.352  3.742
H  -5.325  -2.501  4.820
H  -5.363  -3.332  3.274
H  -6.061  -1.732  3.414
C  2.086  -0.096  -3.050
N  1.969  -0.411  -1.708
H  1.114  1.483  -4.207
N  0.649  1.289  -2.114
H  2.720  -0.647  -3.724
C  2.842  -1.395  -0.986
C  3.743  -2.101  -1.993
C  3.700  -0.636  0.020
H  4.405  -1.409  -2.535
H  4.394  -2.807  -1.452
H  3.159  -2.692  -2.714
H  2.657  -3.145  0.220
H  1.373  -2.967  -0.997
H  3.078  -0.130  0.772
C  1.997  -2.428  -0.279
H  4.337  0.104  -0.487
H  4.353  -1.351  0.540
H  1.364  -1.963  0.476
C  1.289  0.955  -3.290
C  0.745  3.494  -1.079
H  1.669  3.737  -1.626
H  0.193  4.431  -0.911
C  -0.119  2.538  -1.895
H  -2.008  3.190  -1.153
C  -0.459  3.159  -3.233
H  -1.065  2.478  -3.842
H  1.010  3.069  -0.098
H  -1.274  1.946  -0.149
H  0.427  3.473  -3.796
H  -1.063  4.058  -3.056
C  -1.421  2.263  -1.183
H  -2.008  1.512  -1.722
C  1.091  0.447  -1.157
O  1.121  0.881  3.899

Properties
- Strongest force on any atom: 0.0721 hartree/bohr
- Highest occupied orbital energy (alpha / beta): 2.8 / -0.4 eV
- Gap between HOMO and LUMO (alpha / beta): 2.0 / 5.2 eV
- Spin multiplicity: 5
- <S²>: 6.014
- Charge: -2



Here is a molecular structure, C18H27ClN2RuS at a distorted geometry from the Open Molecules 2025 dataset. Energies are from ωB97M-V/def2-TZVPD.

Cartesian coordinates (Å):
C  2.359  4.004  -1.678
C  1.259  4.512  -2.549
C  2.688  4.751  -0.433
C  3.391  3.109  -2.279
Cl  1.088  2.248  -0.509
H  3.278  5.653  -0.606
H  3.237  4.090  0.238
H  1.757  5.024  0.065
H  1.551  5.351  -3.201
H  0.427  4.833  -1.913
H  0.889  3.695  -3.173
H  4.144  3.634  -2.886
H  2.895  2.362  -2.904
H  3.900  2.570  -1.473
C  -2.913  0.250  1.339
C  -1.704  0.410  2.101
C  -1.078  1.634  1.619
H  -1.453  -0.109  3.015
C  -1.832  2.064  0.444
C  -2.984  1.258  0.347
H  -3.816  1.414  -0.334
H  -3.716  -0.442  1.609
H  -0.418  2.246  2.202
H  -1.574  2.892  -0.205
C  1.388  -1.806  0.666
C  0.704  -1.341  1.851
C  1.353  -0.087  2.233
H  -0.019  -1.898  2.433
C  2.409  0.149  1.286
C  2.406  -0.868  0.304
H  3.040  -0.926  -0.593
H  1.238  -2.769  0.191
H  1.152  0.493  3.126
H  3.053  1.029  1.263
Ru  -0.136  0.157  0.644
S  -1.099  -0.941  -1.093
C  -1.476  -2.532  -0.512
N  -0.765  -3.560  -0.960
C  -0.990  -4.962  -0.605
C  -2.430  -5.146  -0.149
C  -2.836  -4.072  0.829
N  -2.573  -2.761  0.225
H  0.075  -3.303  -1.476
H  -0.296  -5.252  0.188
H  -0.780  -5.568  -1.502
H  -2.509  -6.122  0.348
H  -3.105  -5.147  -1.010
H  -2.241  -4.152  1.757
H  -3.911  -4.115  1.083
H  -3.030  -1.952  0.636

Properties
- Strongest force on any atom: 0.0579 hartree/bohr
- Highest occupied orbital energy (alpha / beta): -13.3 / -14.8 eV
- Gap between HOMO and LUMO (alpha / beta): 6.1 / 6.6 eV
- Spin multiplicity: 5
- <S²>: 6.065
- Charge: +2



Here is a molecular structure, C18H27CoN6 at a distorted geometry from the Open Molecules 2025 dataset. Energies are from ωB97M-V/def2-TZVPD.

Cartesian coordinates (Å):
Co  11.023  10.059  6.367
N  11.242  12.222  6.873
C  12.477  12.598  7.625
C  13.673  11.926  6.922
N  13.576  10.515  6.935
C  13.667  9.992  8.264
C  12.554  8.963  8.535
N  11.238  9.642  8.518
C  14.320  9.723  5.988
C  13.754  9.987  4.595
N  12.353  9.542  4.656
H  10.480  12.309  7.503
H  11.025  12.857  6.112
H  12.629  13.701  7.838
H  12.360  12.258  8.618
H  13.749  12.191  5.852
H  14.679  12.074  7.370
H  14.644  9.525  8.588
H  13.471  10.770  9.006
H  12.493  8.188  7.871
H  12.743  8.538  9.533
H  10.412  9.068  8.403
H  11.136  10.313  9.277
H  15.431  9.958  6.080
H  14.277  8.652  6.203
H  13.764  11.050  4.270
H  14.362  9.382  3.886
H  11.813  9.636  3.772
H  12.321  8.528  4.884
C  6.192  13.150  5.215
C  7.331  12.988  4.384
C  8.241  12.067  4.727
C  7.950  11.112  5.661
C  6.797  11.253  6.443
C  5.938  12.341  6.275
N  8.912  10.032  5.771
N  8.417  8.897  5.635
C  9.287  7.832  5.718
C  8.791  6.606  5.413
C  9.589  5.502  5.264
C  10.870  5.548  5.802
C  11.327  6.827  6.272
C  10.589  7.989  6.189
H  5.530  13.986  4.934
H  7.541  13.783  3.688
H  9.210  12.002  4.161
H  6.605  10.575  7.305
H  5.096  12.479  6.933
H  7.748  6.561  5.058
H  9.253  4.486  4.974
H  11.554  4.691  5.730
H  12.358  6.773  6.616

Properties
- Strongest force on any atom: 0.0652 hartree/bohr
- Highest occupied orbital energy (alpha / beta): -10.6 / -11.4 eV
- Gap between HOMO and LUMO (alpha / beta): 7.5 / 8.3 eV
- Spin multiplicity: 4
- <S²>: 3.759
- Charge: +1



Here is a single C18H27F4O2P molecule at a distorted geometry from the Open Molecules 2025 dataset. Energies are from ωB97M-V/def2-TZVPD.

Cartesian coordinates (Å):
F  0.544  0.539  2.673
C  0.448  1.420  1.550
C  1.583  2.323  1.505
F  2.806  1.809  1.719
C  1.575  3.746  1.443
O  2.615  4.423  1.507
C  0.247  4.352  1.317
F  0.235  5.675  1.114
C  -0.883  3.613  1.397
F  -2.094  4.211  1.324
C  -0.885  2.193  1.686
O  -1.891  1.619  2.154
C  -2.427  1.031  -4.143
C  -1.238  0.699  -3.253
C  -1.117  1.593  -2.030
C  0.229  1.429  -1.298
P  0.313  0.231  0.058
C  1.877  -0.633  0.396
C  2.724  -1.501  -0.540
C  2.134  -2.850  -0.864
C  3.110  -3.753  -1.597
C  -1.225  -0.648  0.561
C  -1.204  -2.077  1.098
C  -2.188  -2.324  2.266
C  -1.860  -1.604  3.565
H  -2.356  0.484  -5.086
H  -3.365  0.751  -3.660
H  -2.466  2.098  -4.374
H  -1.303  -0.343  -2.924
H  -0.317  0.781  -3.837
H  -1.207  2.644  -2.342
H  -1.963  1.428  -1.352
H  1.053  1.215  -1.998
H  0.447  2.420  -0.847
H  2.568  0.179  0.646
H  1.687  -1.195  1.326
H  3.002  -0.947  -1.442
H  3.667  -1.651  0.004
H  1.813  -3.321  0.069
H  1.236  -2.697  -1.466
H  2.674  -4.744  -1.723
H  3.342  -3.354  -2.585
H  4.047  -3.856  -1.046
H  -1.605  -0.058  1.411
H  -1.973  -0.535  -0.238
H  -1.476  -2.759  0.283
H  -0.194  -2.348  1.423
H  -3.193  -2.035  1.950
H  -2.212  -3.401  2.457
H  -2.500  -1.961  4.374
H  -0.829  -1.785  3.873
H  -2.005  -0.523  3.494

Properties
- Strongest force on any atom: 0.0518 hartree/bohr
- Highest occupied orbital energy: -7.0 eV
- Gap between HOMO and LUMO: 6.2 eV
- Charge: 0



Q: Which formula does entry 3 have?
A: C18H27CoN6



Q: What is the strongest force on any atom in the third record?
A: 0.0652 hartree/bohr



What did the first record say?
Here is a molecular structure, C18H27ClN2ORu at a distorted geometry from the Open Molecules 2025 dataset. Energies are from ωB97M-V/def2-TZVPD.

Cartesian coordinates (Å):
Ru  0.322  0.460  2.476
Cl  0.256  0.145  0.263
C  -1.435  -0.541  2.682
C  -2.592  -0.224  1.966
C  -3.818  -0.814  2.319
C  -3.907  -1.717  3.384
C  -2.741  -2.008  4.112
C  -1.520  -1.394  3.796
H  -2.529  0.498  1.163
H  -4.722  -0.560  1.770
H  -2.789  -2.715  4.947
H  -0.616  -1.543  4.380
C  -5.227  -2.352  3.742
H  -5.325  -2.501  4.820
H  -5.363  -3.332  3.274
H  -6.061  -1.732  3.414
C  2.086  -0.096  -3.050
N  1.969  -0.411  -1.708
H  1.114  1.483  -4.207
N  0.649  1.289  -2.114
H  2.720  -0.647  -3.724
C  2.842  -1.395  -0.986
C  3.743  -2.101  -1.993
C  3.700  -0.636  0.020
H  4.405  -1.409  -2.535
H  4.394  -2.807  -1.452
H  3.159  -2.692  -2.714
H  2.657  -3.145  0.220
H  1.373  -2.967  -0.997
H  3.078  -0.130  0.772
C  1.997  -2.428  -0.279
H  4.337  0.104  -0.487
H  4.353  -1.351  0.540
H  1.364  -1.963  0.476
C  1.289  0.955  -3.290
C  0.745  3.494  -1.079
H  1.669  3.737  -1.626
H  0.193  4.431  -0.911
C  -0.119  2.538  -1.895
H  -2.008  3.190  -1.153
C  -0.459  3.159  -3.233
H  -1.065  2.478  -3.842
H  1.010  3.069  -0.098
H  -1.274  1.946  -0.149
H  0.427  3.473  -3.796
H  -1.063  4.058  -3.056
C  -1.421  2.263  -1.183
H  -2.008  1.512  -1.722
C  1.091  0.447  -1.157
O  1.121  0.881  3.899

Properties
- Strongest force on any atom: 0.0721 hartree/bohr
- Highest occupied orbital energy (alpha / beta): 2.8 / -0.4 eV
- Gap between HOMO and LUMO (alpha / beta): 2.0 / 5.2 eV
- Spin multiplicity: 5
- <S²>: 6.014
- Charge: -2



Q: The highest strongest force on any atom belongs to which entry?
A: C18H27ClN2ORu